90
Properties=species:S:1:pos:R:3:mulliken_charge:R:1 method="wB97M-V/def2-TZVPD" smiles="COCCCc1c(C[C@H](C)OCc2ccccc2)c(S)c(ON=O)c2c1C(=O)N(COC(F)(F)F)C2=O.CCOC(=O)C(F)(F)F.CCOC(=O)C(F)(F)F" e_homo_ev=-9.2 homo_lumo_gap_ha=0.324 spin_multiplicity=1 e_tot_ev=-94545.281
C 0.744 -3.937 1.455 -0.694
O -0.108 -3.246 0.567 -0.356
C -1.411 -3.000 1.075 -0.633
C -1.490 -1.614 1.740 0.019
C -2.527 -0.702 1.047 -0.327
C -2.006 -0.174 -0.266 1.120
C -0.925 0.735 -0.355 0.310
C -0.277 1.329 0.874 -1.016
C -1.180 2.139 1.834 0.146
C -1.325 1.524 3.232 -1.124
O -2.398 2.398 1.161 -0.302
C -3.337 3.206 1.850 -1.321
C -4.430 2.393 2.498 0.846
C -5.285 1.631 1.705 -0.273
C -6.270 0.847 2.284 -0.556
C -6.411 0.823 3.665 -0.483
C -5.575 1.587 4.465 -0.623
C -4.586 2.366 3.878 -0.367
C -0.416 1.083 -1.626 0.447
S 0.965 2.197 -1.824 -0.225
C -0.986 0.574 -2.801 0.428
O -0.457 0.921 -4.019 -0.461
N -0.045 -0.260 -4.746 0.203
O 0.461 0.044 -5.735 -0.376
C -2.070 -0.268 -2.706 0.665
C -2.558 -0.625 -1.453 0.180
C -3.719 -1.548 -1.683 0.108
O -4.563 -1.936 -0.925 -0.609
N -3.741 -1.822 -3.077 0.240
C -4.002 -3.141 -3.625 -0.652
O -3.835 -4.101 -2.597 -0.325
C -4.881 -4.928 -2.372 0.897
F -4.609 -5.642 -1.283 -0.254
F -5.070 -5.778 -3.408 -0.276
F -6.040 -4.273 -2.193 -0.238
C -2.859 -0.958 -3.757 -0.091
O -2.835 -0.826 -4.953 -0.629
H 0.597 -5.020 1.408 0.298
H 0.603 -3.590 2.483 0.350
H 1.766 -3.716 1.152 0.164
H -1.714 -3.783 1.776 0.321
H -2.080 -3.064 0.213 0.199
H -0.496 -1.190 1.622 -0.353
H -1.764 -1.695 2.792 0.676
H -2.878 0.099 1.689 -1.342
H -3.395 -1.323 0.837 0.924
H 0.505 2.001 0.538 0.855
H 0.239 0.539 1.419 -0.935
H -0.677 3.104 1.984 0.782
H -1.402 2.302 3.994 0.299
H -2.212 0.901 3.331 0.316
H -0.456 0.918 3.487 0.242
H -3.780 3.855 1.090 0.489
H -2.858 3.857 2.587 0.445
H -5.156 1.656 0.630 0.356
H -6.908 0.249 1.648 0.425
H -7.170 0.204 4.128 0.386
H -5.690 1.571 5.541 0.401
H -3.923 2.949 4.507 0.352
H 1.954 1.295 -1.812 0.156
H -4.989 -3.200 -4.082 0.417
H -3.266 -3.338 -4.404 0.363
C 7.034 -2.714 1.926 -1.191
C 6.333 -1.806 0.941 -0.192
O 4.959 -1.564 1.318 -0.256
C 4.768 -0.698 2.299 0.160
O 5.594 -0.081 2.900 -0.535
C 3.254 -0.544 2.553 1.035
F 2.657 -1.735 2.671 -0.211
F 2.686 0.106 1.527 -0.195
F 3.032 0.151 3.661 -0.278
H 6.489 -3.653 2.031 0.301
H 8.041 -2.932 1.573 0.395
H 7.106 -2.251 2.909 0.338
H 6.268 -2.273 -0.039 0.353
H 6.846 -0.851 0.830 0.293
C 6.639 4.889 -4.286 -1.102
C 6.235 3.440 -4.447 -0.226
O 6.070 2.785 -3.169 -0.303
C 4.952 3.058 -2.519 0.254
O 4.058 3.767 -2.869 -0.519
C 4.918 2.271 -1.192 1.004
F 6.056 2.409 -0.509 -0.276
F 4.737 0.964 -1.443 -0.263
F 3.912 2.691 -0.437 -0.221
H 7.548 4.967 -3.689 0.304
H 6.823 5.330 -5.265 0.372
H 5.858 5.464 -3.792 0.322
H 7.018 2.873 -4.945 0.326
H 5.317 3.334 -5.023 0.324